The following is a DFT calculation (wB97M-V/def2-TZVPD) of 3 unconnected molecules or ions with the total composition C31H57N5O9 in a non-equilibrium geometry.

Values from the calculation:
E_LUMO (eV): -1.535
Kohn-Sham gap (eV): 7.18
F_max (hartree/bohr): 0.1767
Total energy (eV): -58930.6400
Total charge: 0
Structure (SMILES): CC(=O)NCCCCc1cc(CCN)c2c(c1N)C(=O)N(CCCN)C2=O.COCCOCCOC.COCCOCCOC

CARTESIAN COORDINATES (ANGSTROEM)
C -4.33 0.53 1.10
C -5.74 0.88 0.28
O -6.87 0.77 0.97
N -5.63 1.35 -1.18
C -6.95 1.85 -1.71
C -6.99 2.09 -3.34
C -7.28 3.64 -3.79
C -5.94 4.56 -3.99
C -4.68 4.17 -3.02
C -4.42 4.92 -1.55
C -3.11 4.56 -0.57
C -2.84 5.34 0.86
C -4.18 5.99 1.55
N -4.29 7.51 1.37
C -2.06 3.41 -1.05
C -2.35 2.69 -2.50
C -3.59 3.02 -3.53
N -3.67 2.28 -4.85
C -1.10 1.64 -2.56
O -1.21 0.58 -3.38
N -0.03 2.07 -1.58
C 0.83 2.95 -2.46
C 2.20 2.26 -3.02
C 1.98 0.86 -3.86
N 1.49 1.07 -5.29
C -0.69 2.80 -0.39
O -0.23 2.88 0.87
H -3.70 1.51 1.33
H -4.61 0.07 2.16
H -3.63 -0.20 0.50
H -4.90 2.13 -1.13
H -7.75 1.00 -1.48
H -7.36 2.82 -1.14
H -7.89 1.44 -3.77
H -6.01 1.62 -3.77
H -8.10 4.15 -3.09
H -7.80 3.58 -4.86
H -6.24 5.68 -3.71
H -5.52 4.60 -5.09
H -5.17 5.74 -1.18
H -2.05 6.20 0.78
H -2.42 4.55 1.64
H -5.20 5.48 1.19
H -4.15 5.82 2.73
H -5.24 7.84 1.70
H -4.17 7.78 0.37
H -2.65 2.18 -5.15
H -4.09 2.97 -5.53
H 1.16 3.92 -1.84
H 0.22 3.37 -3.38
H 3.01 2.01 -2.18
H 2.74 3.02 -3.76
H 1.35 0.05 -3.26
H 3.06 0.37 -3.97
H 1.76 0.20 -5.84
H 0.44 1.08 -5.34
C 5.52 -4.70 0.17
O 5.92 -3.35 -0.03
C 6.30 -3.08 -1.38
C 5.86 -1.67 -1.79
O 4.45 -1.53 -1.99
C 3.63 -1.57 -0.81
C 3.81 -0.36 0.11
O 5.03 -0.45 0.83
C 5.61 0.82 1.09
H 6.39 -5.37 0.11
H 5.07 -4.78 1.17
H 4.76 -5.00 -0.56
H 5.85 -3.81 -2.07
H 7.39 -3.16 -1.44
H 6.32 -1.45 -2.76
H 6.24 -0.92 -1.10
H 3.76 -2.51 -0.28
H 2.60 -1.57 -1.18
H 2.99 -0.33 0.84
H 3.78 0.56 -0.50
H 5.72 1.39 0.16
H 6.61 0.66 1.51
H 5.01 1.38 1.81
C 3.53 -2.90 3.82
O 3.60 -4.14 4.50
C 3.37 -4.01 5.90
C 2.58 -5.21 6.43
O 1.20 -5.23 6.05
C 0.92 -5.51 4.67
C 1.24 -6.94 4.25
O 2.65 -7.13 4.11
C 3.07 -8.44 4.45
H 4.40 -2.28 4.06
H 3.53 -3.10 2.74
H 2.61 -2.36 4.06
H 2.81 -3.09 6.13
H 4.34 -3.97 6.39
H 2.58 -5.16 7.53
H 3.07 -6.16 6.18
H 1.40 -4.78 4.02
H -0.16 -5.35 4.56
H 0.78 -7.15 3.28
H 0.83 -7.64 5.00
H 2.71 -8.72 5.45
H 4.16 -8.45 4.46
H 2.71 -9.16 3.71


The following is a DFT calculation (wB97M-V/def2-TZVPD) of a molecular structure, C37H33N6O4S2ScSi.

Values from the calculation:
E_LUMO (eV): 4.217
Relative energy (zero: lowest compared OMol25 entry of this formula, charge and spin) (kJ/mol): 0.0
Kohn-Sham gap (eV): 5.81
F_max (hartree/bohr): 0.0060
Total energy (eV): -106290.9705
Total charge: -2

CARTESIAN COORDINATES (ANGSTROEM)
Sc -0.02 -0.13 0.80
N 2.41 -0.23 -4.04
C 1.67 0.79 -3.45
N 1.67 1.08 -2.22
C 2.45 0.20 -1.31
N 2.92 1.02 -0.19
N 1.97 1.23 0.63
C 2.16 2.08 1.64
C 1.07 2.31 2.51
C 1.15 3.24 3.57
C 0.05 3.46 4.37
C -1.13 2.75 4.14
C -1.13 1.83 3.10
N -0.08 1.62 2.30
C 3.64 -0.42 -2.01
C 4.76 -0.85 -1.32
C 5.76 -1.57 -1.96
C 5.64 -1.85 -3.32
C 4.53 -1.41 -4.03
C 3.54 -0.70 -3.37
H 2.43 -0.26 -5.05
H 1.05 1.36 -4.14
H 3.10 2.61 1.75
H 2.08 3.77 3.74
H 0.11 4.17 5.19
H -2.01 2.87 4.76
H -1.99 1.22 2.90
H 4.82 -0.63 -0.26
H 6.62 -1.93 -1.41
H 6.41 -2.43 -3.83
H 4.43 -1.63 -5.08
C -4.63 -0.58 -4.83
Si -3.67 0.36 -3.50
C -2.33 1.34 -4.38
C -4.89 1.50 -2.67
C -2.90 -0.90 -2.36
C -3.01 -2.27 -2.59
C -2.36 -3.19 -1.78
C -1.56 -2.71 -0.76
N -1.42 -1.40 -0.54
C -2.10 -0.50 -1.26
S -1.90 1.14 -0.72
H -5.07 0.13 -5.53
H -5.43 -1.18 -4.39
H -3.98 -1.25 -5.40
H -2.74 2.08 -5.05
H -1.71 0.65 -4.96
H -1.69 1.84 -3.64
H -5.32 2.20 -3.39
H -4.41 2.06 -1.87
H -5.71 0.93 -2.23
H -3.60 -2.62 -3.42
H -2.43 -4.26 -1.96
H -1.00 -3.36 -0.10
O -0.50 -3.17 2.91
S -0.31 -1.74 3.02
O 0.93 -1.31 2.22
O -1.38 -0.99 2.23
O -0.23 -1.24 4.38
C 1.48 -0.88 -0.83
C 1.57 -2.10 -1.20
C 1.68 -3.38 -1.54
C 2.46 -4.28 -0.64
C 2.37 -4.12 0.75
C 3.14 -4.92 1.59
C 3.99 -5.88 1.08
C 4.08 -6.04 -0.30
C 3.33 -5.25 -1.15
C 1.00 -3.90 -2.74
C 0.65 -5.25 -2.88
C -0.04 -5.71 -3.99
C -0.40 -4.83 -5.01
C -0.07 -3.49 -4.88
C 0.62 -3.03 -3.77
H 1.71 -3.38 1.17
H 3.05 -4.78 2.66
H 4.58 -6.50 1.74
H 4.76 -6.78 -0.72
H 3.42 -5.36 -2.22
H 0.91 -5.95 -2.09
H -0.30 -6.76 -4.06
H -0.95 -5.19 -5.87
H -0.36 -2.79 -5.66
H 0.87 -1.98 -3.68


The following is a DFT calculation (wB97M-V/def2-TZVPD) of a single C4H6O2 molecule.

Values from the calculation:
E_LUMO (eV): 0.826
Relative energy (zero: lowest compared OMol25 entry of this formula, charge and spin) (kJ/mol): 90.7
Kohn-Sham gap (eV): 10.61
F_max (hartree/bohr): 0.0098
Total energy (eV): -8339.5215
Total charge: 0
Structure (SMILES): O=C1CCOC1

CARTESIAN COORDINATES (ANGSTROEM)
O -1.94 -1.25 -0.17
C -1.01 -0.48 -0.05
C -0.05 0.00 -1.11
C 1.21 0.16 -0.27
O 0.76 0.65 0.99
C -0.53 0.15 1.25
H -0.39 0.98 -1.47
H 0.02 -0.69 -1.96
H 1.72 -0.81 -0.15
H 1.93 0.88 -0.67
H -1.19 0.99 1.53
H -0.54 -0.58 2.07